No. 1
Computed, not measured: a single C19H24N4O6S2 molecule in a non-equilibrium geometry, with ωB97M-V/def2-TZVPD.

The total energy comes out at -2205.2032 a.u. The LUMO energy comes out at -0.0252 Eh. The calculation puts the molar mass at 468.56 Da. The structure (SMILES) is CN(CCO)S(=O)(=O)c1ccc2c(c1)C(=NN)c1cc(S(=O)(=O)N(C)CCO)ccc1-2. As for the multiplicity: 1. For the frontier orbital gap, the calculation gives 7.88 eV. The HOMO energy is -8.570 eV. The net charge is 0.

Positions of all 55 atoms, in Å:
1 C 5.759574 1.517843 1.762930
2 N 5.655546 0.377511 0.878386
3 S 5.117240 0.797642 -0.660367
4 O 5.398936 -0.306461 -1.541883
5 O 5.701202 2.061778 -0.982609
6 C 3.346431 0.956835 -0.483702
7 C 2.787612 2.181563 -0.163107
8 C 1.422974 2.271817 0.072845
9 C 0.658221 1.116389 0.033721
10 C 1.246849 -0.139038 -0.259549
11 C 2.597686 -0.205060 -0.554487
12 H 3.090925 -1.111455 -0.857711
13 C 0.214421 -1.174306 -0.189439
14 N 0.247272 -2.458875 -0.270307
15 N 1.318519 -3.178835 -0.471046
16 H 1.172143 -4.173849 -0.416022
17 H 2.271009 -2.828982 -0.452797
18 C -1.029892 -0.471459 0.103437
19 C -2.316314 -0.955929 0.265751
20 C -3.313599 -0.047077 0.568925
21 C -3.066927 1.310585 0.711259
22 C -1.778470 1.799702 0.555798
23 C -0.762070 0.908655 0.249621
24 H -1.578109 2.853562 0.671304
25 H -3.884195 1.970771 0.955086
26 S -4.992755 -0.659322 0.687394
27 O -4.970638 -2.038705 1.067623
28 O -5.762350 0.236676 1.508241
29 N -5.592412 -0.590375 -0.878937
30 C -5.119578 -1.674474 -1.711050
31 H -4.121837 -1.478277 -2.122340
32 H -5.088517 -2.567399 -1.093085
33 H -5.821728 -1.829557 -2.530212
34 C -5.599791 0.706580 -1.535381
35 H -5.783840 0.522435 -2.596086
36 C -6.703137 1.643748 -1.013112
37 O -6.318141 2.413752 0.087178
38 H -6.205301 1.798707 0.836289
39 H -6.950878 2.359503 -1.802630
40 H -7.592022 1.040721 -0.787471
41 H -4.626723 1.209810 -1.439402
42 H -2.543758 -2.005483 0.181922
43 H 0.969217 3.225892 0.292070
44 H 3.426418 3.049700 -0.130492
45 C 5.077032 -0.796095 1.510817
46 H 3.977194 -0.743900 1.522111
47 C 5.514165 -2.128599 0.879937
48 O 4.759009 -2.510570 -0.238028
49 H 5.026178 -1.908198 -0.961723
50 H 6.579382 -2.065987 0.630842
51 H 5.367650 -2.919783 1.621394
52 H 5.423831 -0.794259 2.546944
53 H 6.119440 2.355555 1.172607
54 H 4.796186 1.777186 2.218756
55 H 6.480732 1.297413 2.549792

Atoms 1-6, force components in eV/Å:
0.0 0.5 0.2
-0.1 0.3 -1.1
0.1 0.0 0.3
-0.2 0.0 0.1
-0.2 0.2 0.1
0.7 -0.1 -0.1

***

No. 2
Computed, not measured: a gas-phase ion, C19H24N5O2 (charge +1) in a non-equilibrium geometry, with ωB97M-V/def2-TZVPD.

The total energy comes out at -1162.4304 a.u. The LUMO energy comes out at -0.1226 Eh. The calculation puts the molar mass at 354.43 Da. The structure (SMILES) is OCCN1CCN(c2nc([NH2+]Cc3ccco3)c3ccccc3n2)CC1. As for the multiplicity: 1. For the frontier orbital gap, the calculation gives 6.83 eV. The HOMO energy is -10.171 eV. The net charge is +1.

Positions of all 50 atoms, in Å:
1 O -4.028110 -3.982381 -1.822631
2 C -3.076081 -4.562801 -2.687095
3 H -2.856790 -3.805974 -3.442251
4 C -1.782583 -5.010258 -1.974625
5 N -0.924939 -4.001180 -1.401868
6 C -1.310718 -3.375375 -0.164621
7 H -1.905616 -4.071165 0.426828
8 C -2.096232 -2.062166 -0.366883
9 N -1.309841 -1.183878 -1.199846
10 C -0.712722 -0.086317 -0.755536
11 N 0.118430 0.579611 -1.554460
12 C 0.648367 1.721240 -1.137272
13 C 1.531278 2.437330 -1.980377
14 C 2.077390 3.614141 -1.561184
15 C 1.775421 4.150531 -0.292801
16 C 0.932919 3.493396 0.556506
17 C 0.364544 2.263144 0.166262
18 C -0.470820 1.432351 0.918162
19 N -1.000409 0.320523 0.520706
20 N -0.774866 1.741144 2.341626
21 H -0.666829 2.750495 2.498765
22 H -1.743202 1.453609 2.525642
23 C 0.153469 0.989459 3.262320
24 C 1.563689 1.362697 2.987620
25 C 2.542894 0.762877 2.248837
26 C 3.666534 1.618905 2.317876
27 C 3.286185 2.676462 3.085008
28 O 2.016782 2.537187 3.492240
29 H 3.809985 3.555467 3.402898
30 H 4.620642 1.462656 1.861115
31 H 2.475729 -0.171792 1.731475
32 H -0.116009 1.235183 4.291865
33 H 0.004744 -0.074857 3.077304
34 H 0.706356 3.926418 1.522409
35 H 2.213555 5.091440 0.000107
36 H 2.747674 4.158645 -2.208114
37 H 1.741988 2.023909 -2.952757
38 C -0.997344 -1.750659 -2.491506
39 H -0.376748 -1.047105 -3.044082
40 C -0.250033 -3.086571 -2.287873
41 H -0.090305 -3.567939 -3.252269
42 H 0.729356 -2.857527 -1.849157
43 H -1.937550 -1.911407 -3.024056
44 H -2.294043 -1.579564 0.588369
45 H -3.038463 -2.279698 -0.877651
46 H -0.392306 -3.143371 0.391209
47 H -1.185420 -5.566457 -2.703053
48 H -2.048842 -5.700672 -1.167952
49 H -3.502377 -5.434707 -3.198439
50 H -4.387633 -4.666750 -1.248045

Atoms 1-6, force components in eV/Å:
-0.3 0.1 0.3
0.5 -0.4 0.0
0.0 -0.1 0.0
-0.3 0.2 -0.3
0.0 -0.1 0.1
-0.2 0.3 0.0

***

No. 3
Computed, not measured: 9 unconnected molecules or ions with the total composition C19H25B2Br10NO19 in a non-equilibrium geometry, with ωB97M-V/def2-TZVPD.

The total energy comes out at -28013.8254 a.u. The LUMO energy comes out at 0.1084 Eh. The calculation puts the molar mass at 1392.06 Da. As for the multiplicity: 1. For the frontier orbital gap, the calculation gives 7.55 eV. The HOMO energy is -4.605 eV. The net charge is -2.

Positions of all 76 atoms, in Å:
1 N -1.006253 0.257279 -0.855524
2 H -0.278208 0.184589 -1.568501
3 H -1.241545 -0.689897 -0.544879
4 H -1.937725 0.535408 -1.339727
5 H -0.782038 0.862424 -0.070309
6 O -7.151914 -1.482983 3.402748
7 C -6.851991 -0.614507 2.652719
8 O -5.968755 0.333140 2.858335
9 B -5.782909 1.083384 1.612058
10 O -6.798423 0.576464 0.670016
11 C -7.449201 -0.401481 1.249717
12 O -8.341793 -1.037622 0.822851
13 O -4.385322 0.901000 1.141188
14 C -3.772040 2.055764 1.030930
15 O -2.674326 2.246426 0.613320
16 C -4.802942 3.165534 1.403446
17 O -5.913085 2.537405 1.777353
18 O -4.637888 4.329028 1.365419
19 O -0.402535 8.424057 -2.675496
20 C -0.988754 7.392824 -2.726762
21 O -0.535885 6.272499 -3.221476
22 B -1.509571 5.179319 -2.919781
23 O -2.700277 5.867552 -2.424349
24 C -2.425197 7.150063 -2.231765
25 O -3.151111 7.944460 -1.762868
26 O -0.902586 4.224433 -1.981098
27 C -0.416350 3.225771 -2.679281
28 O 0.278572 2.345409 -2.280860
29 C -0.975747 3.340386 -4.100772
30 O -1.733329 4.393459 -4.157646
31 O -0.801222 2.518878 -4.924974
32 O 0.947474 -2.621215 -2.895055
33 C -0.439097 -2.387809 -3.077455
34 O -0.936398 -2.614795 -4.209456
35 O -1.019258 -1.969884 -2.010435
36 H 1.122868 -2.935232 -3.814347
37 Br -0.549730 -2.316018 2.324056
38 C -2.193207 -3.337785 2.654111
39 C -2.851722 -2.894196 3.955387
40 Br -1.666236 -3.266310 5.488970
41 H -1.956294 -4.386025 2.538803
42 H -2.912011 -3.050670 1.885943
43 H -3.700605 -3.570104 4.049508
44 H -3.146829 -1.856581 3.930917
45 Br 3.287180 -2.013927 1.578825
46 C 3.525137 -3.127147 3.178253
47 C 3.392213 -2.215399 4.384964
48 Br 3.879518 -3.115872 6.046996
49 H 4.506597 -3.568307 3.104169
50 H 2.735573 -3.863113 3.313705
51 H 2.396028 -1.798310 4.486366
52 H 4.096859 -1.390092 4.315294
53 Br 6.061059 -2.550296 -4.382617
54 C 4.783605 -1.038844 -4.522002
55 C 3.640898 -1.249842 -3.559074
56 Br 4.292194 -1.136228 -1.717064
57 H 4.467124 -1.000346 -5.561993
58 H 5.348311 -0.124159 -4.364196
59 H 3.317513 -2.279433 -3.700886
60 H 2.754985 -0.622327 -3.659397
61 Br 2.250919 -4.602147 -0.973650
62 C 4.011217 -5.213607 -1.552445
63 C 5.114047 -4.821279 -0.572407
64 Br 4.942543 -5.862763 1.052903
65 H 4.194199 -4.813156 -2.544697
66 H 4.016147 -6.300780 -1.561721
67 H 5.104933 -3.753227 -0.393002
68 H 6.050291 -5.107629 -1.050210
69 Br 0.492226 2.717183 0.967356
70 C 1.886178 3.702280 1.941693
71 C 2.472406 3.002881 3.164498
72 Br 3.492100 1.373366 2.823023
73 H 1.386654 4.630726 2.193527
74 H 2.662328 3.818396 1.189767
75 H 1.645403 2.680419 3.789353
76 H 3.135011 3.729144 3.629688

Atoms 1-6, force components in eV/Å:
-2.6 0.1 -0.8
-0.1 0.0 0.2
0.6 -0.3 -0.2
2.2 0.0 1.1
-0.2 0.3 -0.2
-0.2 -0.8 0.8

***

No. 4
Computed, not measured: a molecular structure, C19H25FeIN5O2P2 in a non-equilibrium geometry, with ωB97M-V/def2-TZVPD.

The total energy comes out at -3406.8841 a.u. The LUMO energy (spin up / spin down) comes out at -0.2194 / -0.3129 Eh. The expectation value of S² is 8.763. The calculation puts the molar mass at 600.14 Da. As for the multiplicity: 6. For the frontier orbital gap (spin up / spin down), the calculation gives 6.84 / 4.28 eV. The HOMO energy (spin up / spin down) is -12.808 / -12.795 eV. The net charge is +2.

Positions of all 55 atoms, in Å:
1 Fe -0.104800 -0.065100 0.338900
2 N 4.278800 0.558100 -0.036400
3 C 3.321800 -0.362900 -0.210000
4 N 2.153000 0.235600 -0.326600
5 C 2.460600 1.568200 -0.215400
6 N 3.747200 1.770200 -0.041400
7 C 1.448000 2.601400 -0.201600
8 C 1.770200 3.955000 -0.009100
9 N 0.817800 4.840100 0.125900
10 C -0.441700 4.475600 0.045700
11 C -0.767600 3.145800 -0.226100
12 N 0.174000 2.222200 -0.323300
13 H 5.277000 0.436900 0.088100
14 H 3.500600 -1.418800 -0.263600
15 H 2.797700 4.283500 0.030800
16 H -1.197300 5.236600 0.189000
17 H -1.791200 2.832000 -0.376800
18 C -3.867900 0.723600 -0.957400
19 P -2.554300 -0.220300 -0.096700
20 C -3.251500 -0.231600 1.600600
21 C -2.923900 -1.934900 -0.704900
22 C -1.961200 -2.961200 -0.123900
23 P -0.192900 -2.422900 -0.265400
24 C 0.632500 -3.814900 0.586800
25 C 0.255300 -2.743200 -2.013100
26 H -3.988700 1.700300 -0.490400
27 H -4.806600 0.175700 -0.863800
28 H -3.628400 0.849300 -2.011500
29 H -4.284900 -0.578600 1.574600
30 H -3.233900 0.787500 1.987200
31 H -2.663900 -0.858400 2.269700
32 H -2.847700 -1.920500 -1.795700
33 H -3.958600 -2.185800 -0.448800
34 H -2.078000 -3.932200 -0.614200
35 H -2.166000 -3.103400 0.941500
36 H 0.325100 -4.749500 0.115600
37 H 0.353200 -3.832200 1.638600
38 H 1.713700 -3.715600 0.511500
39 H -0.112000 -3.718100 -2.333000
40 H 1.341900 -2.731100 -2.090800
41 H -0.139800 -1.966600 -2.666100
42 I -0.044500 -1.335200 9.149000
43 C -0.010500 -0.605200 7.158400
44 C 0.022400 0.768100 6.927500
45 C 0.051400 1.239500 5.629700
46 C 0.049300 0.339600 4.565900
47 C 0.013900 -1.033500 4.811300
48 C -0.018600 -1.512300 6.101800
49 C 0.060200 0.826000 3.157700
50 O 0.008300 2.001800 2.833700
51 O 0.107700 -0.111200 2.259900
52 H 0.019100 1.458600 7.755500
53 H 0.075600 2.298300 5.421400
54 H 0.012900 -1.719200 3.977400
55 H -0.055000 -2.573900 6.288000

Atoms 1-6, force components in eV/Å:
1.7 1.7 1.6
-0.5 -0.8 -0.2
0.4 -0.2 0.1
-1.1 0.1 0.4
0.8 -0.6 0.1
-0.4 1.0 0.0